[1]
{
  "formula": "C15H28ClO8PS2",
  "method": "the ωB97M-V functional and the def2-TZVPD basis",
  "total_energy_ha": -2788.288176,
  "e_lumo_ha": 0.014,
  "smiles": "CCC[C@]1(CCCCCOC(C)=O)OS(=O)(=O)O[C@@]1(C[C@@H](C)Cl)P(O)(O)=S",
  "homo_energy_ev": -9.4,
  "species": ["C", "C", "C", "C", "C", "C", "C", "C", "C", "O", "C", "C", "O", "O", "S", "O", "O", "O", "C", "C", "C", "C", "Cl", "P", "O", "O", "S", "H", "H", "H", "H", "H", "H", "H", "H", "H", "H", "H", "H", "H", "H", "H", "H", "H", "H", "H", "H", "H", "H", "H", "H", "H", "H", "H", "H"],
  "coordinates": [[2.38234, 2.82295, 1.00662], [2.27133, 2.22697, -0.39212], [1.13207, 1.22628, -0.61705], [1.20981, -0.16588, 0.08707], [0.11145, -0.25719, 1.14097], [0.23861, 0.61990, 2.38347], [-0.97200, 0.42457, 3.32367], [-2.07078, 1.46303, 3.07522], [-2.90308, 1.12183, 1.83414], [-2.69622, 2.13652, 0.82814], [-2.60516, 1.73023, -0.45600], [-2.27840, 2.87636, -1.37450], [-2.77415, 0.58432, -0.81406], [2.54774, -0.36079, 0.61142], [3.52280, -1.00724, -0.47201], [4.38957, -0.04353, -1.04517], [4.06081, -2.19191, 0.09075], [2.39310, -1.32659, -1.54809], [1.07240, -1.37218, -0.90244], [0.06404, -1.10716, -2.02771], [-0.44588, -2.27107, -2.89736], [-1.91589, -2.59503, -2.66945], [-0.25223, -1.79010, -4.63201], [1.01167, -3.08972, -0.07494], [-0.49676, -3.53947, -0.38494], [1.91912, -3.90420, -1.09991], [1.45442, -3.35097, 1.78328], [1.54559, 3.48635, 1.23275], [2.45196, 2.05400, 1.77295], [3.29414, 3.41692, 1.07834], [3.22882, 1.80902, -0.68611], [2.07781, 3.04304, -1.09373], [1.02927, 1.10659, -1.69019], [0.20719, 1.70158, -0.28042], [-0.04513, -1.27859, 1.47238], [-0.78524, 0.03997, 0.59315], [0.26409, 1.66810, 2.09081], [1.15271, 0.35559, 2.91461], [-0.62799, 0.50500, 4.35521], [-1.38549, -0.57900, 3.19754], [-1.62001, 2.44398, 2.92032], [-2.72445, 1.55190, 3.94266], [-3.96916, 1.06458, 2.04978], [-2.59798, 0.16763, 1.41707], [-3.21102, 3.37590, -1.64163], [-1.65085, 3.61483, -0.88318], [-1.82313, 2.49394, -2.28265], [-0.80304, -0.56322, -1.64428], [0.60071, -0.43451, -2.68725], [0.17890, -3.15407, -2.79840], [-2.15335, -3.60584, -2.99262], [-2.53849, -1.86696, -3.18483], [-2.14744, -2.53479, -1.60847], [-0.75066, -4.17002, 0.30421], [2.43151, -4.57184, -0.62503]],
  "forces_ev_per_a": [[0.22, -0.02, -0.06], [-0.06, 0.15, 0.05], [0.03, 0.06, 0.11], [-0.55, 0.15, -0.21], [0.02, 0.15, 0.11], [-0.37, -0.38, -0.02], [0.25, 0.41, -0.01], [-0.15, -0.26, -0.18], [0.01, 0.05, 0.09], [0.16, -0.09, -0.37], [-0.11, -0.23, 0.11], [-0.23, -0.03, 0.09], [0.14, 0.47, 0.16], [0.02, -0.08, 0.09], [-0.07, 0.08, 0.11], [0.10, 0.03, -0.03], [0.07, -0.09, -0.06], [-0.09, -0.11, 0.17], [0.61, 0.11, -0.43], [-0.16, -0.14, -0.05], [-0.02, 0.01, 0.01], [0.02, 0.06, 0.28], [0.08, -0.09, -0.09], [-0.02, 0.17, 0.41], [0.17, 0.05, 0.11], [-0.28, -0.07, -0.03], [0.01, -0.12, -0.24], [-0.09, -0.08, 0.07], [-0.03, -0.01, 0.03], [-0.02, 0.07, -0.02], [-0.04, -0.10, -0.02], [0.04, 0.02, -0.03], [0.05, -0.07, -0.06], [-0.05, -0.01, -0.04], [0.09, -0.09, 0.02], [0.00, -0.15, -0.03], [0.28, 0.06, 0.10], [0.11, 0.12, -0.07], [-0.04, -0.01, 0.03], [0.03, -0.06, 0.13], [-0.02, 0.06, 0.07], [-0.02, -0.07, 0.03], [-0.04, 0.11, -0.05], [-0.14, -0.09, -0.02], [-0.03, -0.03, -0.02], [0.10, -0.05, 0.01], [0.05, 0.00, 0.00], [0.06, -0.04, 0.13], [-0.03, 0.08, -0.04], [0.01, 0.02, 0.02], [-0.05, 0.05, -0.23], [-0.05, -0.05, -0.08], [-0.01, 0.04, -0.04], [-0.16, 0.02, 0.03], [0.19, 0.03, -0.01]]
}


[2]
{
  "formula": "C9H15N2",
  "method": "the ωB97M-V functional and the def2-TZVPD basis",
  "total_energy_ha": -461.068407,
  "e_lumo_ha": -0.105,
  "charge": 1,
  "smiles": "CC[N@+](C)(N)c1ccccc1",
  "e_above_lowest_ev": 3.576,
  "homo_energy_ev": -13.1,
  "species": ["C", "C", "N", "C", "N", "C", "C", "C", "C", "C", "C", "H", "H", "H", "H", "H", "H", "H", "H", "H", "H", "H", "H", "H", "H", "H"],
  "coordinates": [[-1.35712, -1.15723, -1.44411], [-1.62000, 0.30117, -0.95838], [-0.94033, 0.55343, 0.40221], [-1.79946, -0.55593, 1.50861], [-1.22718, 1.86182, 0.65829], [0.53118, 0.22324, 0.26946], [1.08495, -0.98400, 0.62169], [2.46685, -1.17786, 0.37983], [3.30117, -0.11884, 0.01771], [2.70782, 1.03451, -0.47298], [1.32747, 1.09788, -0.49132], [-0.47069, -1.52434, -1.06384], [-2.18086, -1.82395, -1.32953], [-1.26059, -1.18921, -2.52187], [-2.73146, 0.33121, -1.04785], [-1.08836, 1.14463, -1.47730], [-2.80769, -0.22496, 1.46018], [-1.41365, -1.55659, 1.44520], [-1.34419, -0.36006, 2.46363], [-2.04109, 2.29488, 0.19643], [-0.84306, 2.19362, 1.47685], [0.76474, -1.88582, 1.13239], [2.71211, -2.20144, 0.63840], [4.32572, -0.03723, -0.04082], [3.19795, 1.81261, -0.94666], [0.70575, 1.94845, -0.87620]],
  "forces_ev_per_a": [[-0.87, 1.93, -1.43], [0.95, -1.13, -1.18], [-2.95, -3.87, 0.58], [3.42, 2.00, -0.35], [-0.63, 0.65, -1.53], [-0.04, 0.16, -0.70], [1.74, -0.51, 0.25], [-0.41, 0.41, 0.78], [-2.06, 0.04, -0.59], [-2.41, -1.44, 0.15], [-2.36, 1.58, 1.17], [1.62, -1.03, 0.75], [-0.66, -0.34, 0.92], [0.31, 0.46, -0.38], [0.78, 1.07, 1.11], [-0.99, -1.24, -0.56], [-0.72, -0.26, -0.39], [-0.78, -0.63, -1.43], [-0.08, 1.13, 0.56], [0.80, -0.69, 0.74], [0.55, 1.07, 1.96], [-1.30, 0.55, -0.07], [1.09, 0.34, -0.08], [2.28, -1.03, 0.22], [1.38, 1.26, -0.62], [1.36, -0.48, 0.14]]
}


[3]
{
  "formula": "C5H8N2S",
  "method": "the ωB97M-V functional and the def2-TZVPD basis",
  "total_energy_ha": -702.932130,
  "e_lumo_ha": 0.026,
  "smiles": "[H]/N=C1\\NSC[C@H]2C[C@@H]12",
  "e_above_lowest_ev": 2.664,
  "homo_energy_ev": -8.7,
  "species": ["H", "N", "C", "N", "S", "C", "C", "C", "C", "H", "H", "H", "H", "H", "H", "H"],
  "coordinates": [[-0.23090, 2.22373, -2.40910], [0.17156, 2.15923, -1.51511], [0.16262, 0.97612, -1.10159], [-0.49658, -0.08501, -1.69864], [-0.76093, -1.66813, -0.89715], [-1.02181, -1.14739, 0.71032], [-0.06858, -0.16151, 1.24224], [1.40018, -0.44457, 0.90003], [0.66128, 0.74144, 0.30574], [-1.28375, 0.21856, -2.34135], [-0.83797, -2.16217, 1.17542], [-2.08031, -0.80772, 0.79624], [-0.34270, 0.05206, 2.35339], [2.08517, -0.09730, 1.60394], [1.42403, -1.49154, 0.30206], [1.21868, 1.69420, 0.57356]],
  "forces_ev_per_a": [[-0.76, 0.30, -1.61], [1.02, 0.82, 0.60], [-0.57, -1.57, 2.00], [-1.78, -0.91, -1.15], [0.94, 1.34, -3.19], [-1.76, -0.96, 1.00], [1.15, 0.52, 3.16], [-2.61, -2.78, -2.51], [1.51, 1.52, -0.76], [1.41, -0.71, 1.16], [-0.65, 1.05, 0.35], [0.70, -0.34, 0.42], [0.68, 0.29, -2.15], [1.33, -0.23, 0.91], [0.83, 2.81, 1.51], [-1.44, -1.15, 0.26]]
}


[4]
{
  "formula": "C3H4CsO3",
  "method": "the ωB97M-V functional and the def2-TZVPD basis",
  "total_energy_ha": -362.426749,
  "e_lumo_ha": -0.052,
  "e_above_lowest_ev": 1.295,
  "homo_energy_ev": -7.1,
  "spin_multiplicity": 2,
  "species": ["O", "C", "O", "O", "C", "C", "H", "H", "H", "Cs", "H"],
  "coordinates": [[-1.94949, -1.33532, 0.76311], [-1.12189, -0.41823, 0.56897], [-1.12438, 0.66845, 1.18737], [-0.22321, -0.64512, -0.42487], [0.82885, 0.21682, -0.62284], [1.44848, 0.22758, -1.81490], [0.82553, 1.09021, 0.03281], [2.17623, 1.01062, -2.02028], [1.35531, -0.60396, -2.51416], [-4.81689, -0.01729, 3.53733], [2.60147, -0.19378, 1.30744]],
  "forces_ev_per_a": [[0.25, -0.36, -0.43], [-2.30, 0.47, 2.10], [0.74, 0.36, -0.27], [1.69, -0.56, -0.67], [-1.61, 1.11, -1.48], [0.53, -0.43, 0.86], [0.24, -0.50, 0.19], [-0.09, -0.28, 0.08], [-0.16, 0.34, 0.09], [0.66, -0.10, -0.53], [0.06, -0.03, 0.06]]
}


[5]
{
  "formula": "C6H13NO2",
  "method": "the ωB97M-V functional and the def2-TZVPD basis",
  "total_energy_ha": -441.625061,
  "e_lumo_ha": 0.024,
  "smiles": "CC(C)C[C@H](N)C(=O)O",
  "e_above_lowest_ev": 1.495,
  "homo_energy_ev": -9.7,
  "species": ["C", "C", "C", "C", "C", "N", "C", "O", "O", "H", "H", "H", "H", "H", "H", "H", "H", "H", "H", "H", "H", "H"],
  "coordinates": [[1.88198, 0.13388, 1.14077], [1.49901, 0.04621, -0.38867], [1.33680, -1.36192, -0.92666], [0.12801, 0.67778, -0.69964], [-1.02181, 0.45729, 0.22331], [-1.67748, -0.87339, -0.01605], [-2.01406, 1.54688, 0.36529], [-1.73300, 2.68386, 0.24914], [-3.21819, 1.08386, 0.82022], [2.23482, 1.16051, 1.38482], [2.77232, -0.53740, 1.27511], [1.03744, -0.25341, 1.73422], [2.34220, 0.68932, -0.86123], [2.04196, -2.15781, -0.55969], [0.33251, -1.72272, -0.67664], [1.23944, -1.40263, -2.03988], [0.29422, 1.71684, -0.81654], [-0.32949, 0.51434, -1.66996], [-0.63834, 0.39554, 1.18121], [-1.32491, -1.73709, 0.35791], [-2.02605, -1.20222, -0.93153], [-3.15739, 0.14228, 0.85450]],
  "forces_ev_per_a": [[0.51, -0.78, -1.29], [0.53, 0.80, 0.10], [0.33, -1.71, -0.49], [0.16, 1.81, -0.72], [0.10, -3.09, -1.75], [-1.52, -0.45, -0.16], [-1.51, -1.52, 0.62], [-0.10, 1.75, -0.25], [0.36, 2.51, -0.32], [-0.73, -0.66, 0.12], [-0.85, 0.50, 0.09], [0.66, 0.39, 0.25], [-1.49, -1.37, 0.10], [-0.30, 0.92, -0.48], [0.44, 0.03, 0.39], [0.72, 0.24, 0.69], [0.09, 1.48, 0.51], [0.68, -0.90, -0.68], [0.63, -0.27, 2.28], [0.63, 0.50, 0.84], [0.47, 1.45, 0.33], [0.19, -1.63, -0.17]]
}